Density functional theory data (the ωB97M-V functional and the def2-TZVPD basis) for C4H6ClNOS in the gas phase.

Element x y z (Å)
C (-0.967, -0.808, -0.946)
C (0.236, 0.127, -0.817)
C (-0.136, 2.293, 0.263)
C (0.589, 0.511, 1.593)
H (-1.846, -0.144, -0.965)
H (-0.957, -1.475, -0.063)
H (1.129, -0.528, -0.934)
H (0.257, 0.787, -1.704)
H (-0.273, 2.590, -0.788)
H (0.553, 1.249, 2.421)
N (0.220, 0.947, 0.378)
O (-0.250, 2.971, 1.239)
S (1.080, -1.027, 1.954)
Cl (-0.824, -1.717, -2.491)

The energy above the lowest of the compared OMol25 structures with the same formula, charge and spin is 0.687 eV. The SMILES is O=CN(C=S)CCCl. The value obtained for the lowest unoccupied orbital energy is -0.01801 Ha.

=====

Density functional theory data (the ωB97M-V functional and the def2-TZVPD basis) for C4H6ClNS in the gas phase.

Element x y z (Å)
C (1.734, -0.491, 2.070)
C (0.689, 0.211, 1.347)
C (0.011, 0.141, 0.247)
C (-0.307, -1.299, -1.914)
H (2.419, 0.214, 2.511)
H (2.179, -1.351, 1.414)
H (1.284, -1.112, 2.971)
H (-0.753, 0.837, -0.275)
H (1.187, -1.387, -0.518)
H (-0.062, -2.396, -2.267)
N (0.298, -0.831, -0.755)
S (-1.293, -0.486, -2.877)
Cl (-0.024, 1.613, 2.176)

The energy above the lowest of the compared OMol25 structures with the same formula, charge and spin is 1.697 eV. The SMILES is C/C(Cl)=C\NC=S. The value obtained for the lowest unoccupied orbital energy is 0.00786 Ha.

=====

Density functional theory data (the ωB97M-V functional and the def2-TZVPD basis) for C4H6CrO3 as an isolated structure.

Element x y z (Å)
H (-0.772, -2.953, -0.412)
O (-0.504, -0.572, 0.391)
C (0.342, 0.454, 0.135)
O (1.187, 0.422, -0.744)
Cr (1.428, -1.082, -2.099)
O (0.118, 1.405, 0.967)
C (1.160, 2.366, 1.220)
H (2.110, 1.843, 1.376)
H (1.230, 3.056, 0.372)
H (0.852, 2.890, 2.127)
C (-0.593, -1.535, -0.543)
C (-1.842, -2.109, -0.753)
H (-2.709, -1.612, -0.307)
H (-2.007, -2.573, -1.730)

Its total charge is +1. The energy above the lowest of the compared OMol25 structures with the same formula, charge and spin is 0.869 eV. The multiplicity is 6. As for the expectation value of S²: 8.75. The value obtained for the lowest unoccupied orbital energy (spin up / spin down) is -0.15257 / -0.14716 Ha.

=====

Density functional theory data (the ωB97M-V functional and the def2-TZVPD basis) for C4H6CuO2 as an isolated structure.

Element x y z (Å)
C (-0.767, 0.133, -0.331)
O (-2.006, 0.468, 0.267)
H (-0.696, 0.760, -1.240)
H (-2.198, 1.388, 0.061)
C (-0.407, -1.308, -0.624)
C (1.014, -1.109, -0.199)
H (-0.999, -2.179, -0.918)
H (1.698, -0.897, -1.043)
H (1.482, -1.882, 0.434)
C (0.555, 0.222, 0.506)
O (1.264, 1.366, 0.405)
Cu (0.794, 3.096, 1.130)
H (0.266, -0.058, 1.552)

The energy above the lowest of the compared OMol25 structures with the same formula, charge and spin is 0.552 eV. The multiplicity is 2. As for the expectation value of S²: 0.75. The value obtained for the lowest unoccupied orbital energy (spin up / spin down) is -0.05756 / -0.05761 Ha.

=====

Density functional theory data (the ωB97M-V functional and the def2-TZVPD basis) for C4H6ErO as an isolated structure.

Element x y z (Å)
O (0.860, -1.934, 1.059)
C (0.279, -1.294, 2.042)
C (0.218, 0.055, 2.218)
H (-0.287, -1.924, 2.754)
H (0.900, 0.706, 1.662)
H (-0.447, 0.472, 2.975)
Er (1.389, -1.430, -1.137)
C (-0.159, 0.607, -1.556)
C (-0.737, 0.983, -2.712)
H (-0.163, 1.418, -0.801)
H (-0.708, 0.353, -3.612)
H (-1.147, 1.989, -2.891)

The multiplicity is 5. As for the expectation value of S²: 6.00. The value obtained for the lowest unoccupied orbital energy (spin up / spin down) is -0.02212 / -0.05327 Ha.

=====

Density functional theory data (the ωB97M-V functional and the def2-TZVPD basis) for C4H6EuO as an isolated structure.

Element x y z (Å)
O (1.374, -0.802, -1.530)
C (0.457, 0.576, 2.733)
C (-0.501, 1.524, 2.720)
H (0.707, 0.225, 3.748)
H (-0.804, 2.035, 1.797)
H (-1.006, 1.881, 3.629)
Eu (1.508, -0.475, 0.733)
C (0.544, -0.750, -2.557)
C (-0.743, -1.149, -2.579)
H (1.000, -0.391, -3.495)
H (-1.248, -1.505, -1.675)
H (-1.287, -1.169, -3.524)

The energy above the lowest of the compared OMol25 structures with the same formula, charge and spin is 0.000 eV. The multiplicity is 8. As for the expectation value of S²: 15.76. The value obtained for the lowest unoccupied orbital energy (spin up / spin down) is -0.03781 / -0.03450 Ha.

=====

Density functional theory data (the ωB97M-V functional and the def2-TZVPD basis) for C4H6F18NaO3P3 as an isolated structure.

Element x y z (Å)
Na (8.752, -19.589, -5.810)
P (12.534, -21.371, -9.022)
F (11.396, -21.720, -10.129)
F (13.704, -20.715, -9.923)
F (11.860, -19.927, -8.632)
F (13.580, -21.003, -7.719)
F (11.684, -22.082, -7.880)
F (13.210, -22.859, -9.242)
P (5.363, -16.611, -4.161)
F (6.309, -15.255, -4.412)
F (3.917, -16.005, -4.735)
F (5.587, -17.244, -5.684)
F (4.625, -17.935, -3.694)
F (6.764, -17.434, -3.664)
F (5.102, -16.087, -2.676)
P (6.533, -23.854, -4.274)
F (6.377, -24.793, -2.941)
F (5.393, -24.676, -5.116)
F (5.262, -22.976, -3.721)
F (6.742, -22.935, -5.558)
F (7.625, -22.916, -3.686)
F (7.735, -24.880, -4.837)
C (12.387, -14.724, -5.948)
C (11.962, -13.383, -6.630)
C (11.103, -12.482, -5.760)
O (11.719, -11.200, -5.754)
C (12.816, -11.273, -6.521)
O (13.615, -10.423, -6.804)
O (13.073, -12.566, -6.854)
H (13.100, -15.322, -6.517)
H (11.575, -15.422, -5.742)
H (12.621, -14.354, -4.950)
H (11.290, -13.581, -7.465)
H (11.061, -12.979, -4.791)
H (10.069, -12.467, -6.105)

Its total charge is -2. The energy above the lowest of the compared OMol25 structures with the same formula, charge and spin is 4.101 eV. The value obtained for the lowest unoccupied orbital energy is 0.08378 Ha.

=====

Density functional theory data (the ωB97M-V functional and the def2-TZVPD basis) for C4H6F2 in the gas phase.

Element x y z (Å)
C (-0.162, -0.185, -0.413)
C (0.270, 1.268, -0.223)
C (1.334, 0.085, -0.227)
C (-1.095, -0.845, 0.668)
F (0.198, 2.128, -1.216)
F (2.118, -0.039, -1.339)
H (-0.486, -0.414, -1.407)
H (-0.115, 1.579, 0.742)
H (1.823, -0.417, 0.667)
H (-1.755, -1.658, 0.138)
H (-1.646, -0.160, 1.156)
H (-0.483, -1.344, 1.454)

The energy above the lowest of the compared OMol25 structures with the same formula, charge and spin is 1.659 eV. The SMILES is C[C@@H]1[C@@H](F)[C@H]1F. The value obtained for the lowest unoccupied orbital energy is 0.04055 Ha.

=====

Density functional theory data (the ωB97M-V functional and the def2-TZVPD basis) for C4H6F2 in the gas phase.

Element x y z (Å)
C (-1.844, -0.645, -0.378)
C (-0.619, 0.116, -0.218)
C (0.628, -0.255, 0.197)
C (1.847, 0.619, 0.328)
H (-1.666, -1.714, -0.234)
H (-2.292, -0.304, -1.413)
H (-2.466, -0.251, 0.609)
H (1.787, 1.652, -0.237)
H (2.681, 0.158, 0.014)
H (1.872, 0.929, 1.369)
F (-0.434, 1.319, -0.803)
F (0.505, -1.622, 0.766)

The energy above the lowest of the compared OMol25 structures with the same formula, charge and spin is 1.781 eV. The SMILES is C/C(F)=C(/C)F. The value obtained for the lowest unoccupied orbital energy is 0.03490 Ha.

=====

Density functional theory data (the ωB97M-V functional and the def2-TZVPD basis) for a 2-piece molecular cluster, C4H6F2O overall.

Element x y z (Å)
C (0.810, 0.820, 0.000)
C (1.249, -0.096, 1.173)
C (-1.004, -1.005, -1.344)
C (-0.645, 0.973, -0.011)
O (1.649, 1.227, -0.778)
F (-2.341, -1.032, -1.496)
F (-1.318, 0.687, 1.091)
H (2.248, 0.005, 1.388)
H (0.730, 0.304, 2.051)
H (0.911, -1.070, 0.999)
H (-0.629, -1.304, -0.341)
H (-0.429, -1.217, -2.235)
H (-1.233, 1.709, -0.498)

The energy above the lowest of the compared OMol25 structures with the same formula, charge and spin is 3.959 eV. The value obtained for the lowest unoccupied orbital energy (spin up / spin down) is -0.00797 / -0.02400 Ha.

=====

Density functional theory data (the ωB97M-V functional and the def2-TZVPD basis) for C4H6F3N in the gas phase.

Element x y z (Å)
C (0.079, 0.186, -0.284)
C (0.419, 0.971, -1.504)
C (1.011, -1.103, 1.569)
C (-1.444, 0.165, -0.065)
N (1.033, -0.390, 0.308)
F (-1.965, 1.423, 0.063)
F (-1.880, -0.499, 1.037)
F (-2.101, -0.302, -1.179)
H (0.135, 2.006, -1.421)
H (-0.066, 0.796, -2.478)
H (1.552, 0.854, -1.607)
H (1.839, -0.727, 2.174)
H (1.342, -2.130, 1.384)
H (0.046, -1.249, 2.000)

The energy above the lowest of the compared OMol25 structures with the same formula, charge and spin is 0.121 eV. The multiplicity is 3. As for the expectation value of S²: 2.01. The value obtained for the lowest unoccupied orbital energy (spin up / spin down) is 0.03352 / -0.10088 Ha.

=====

Density functional theory data (the ωB97M-V functional and the def2-TZVPD basis) for an isolated ion of composition C4H6F3N3 and charge +2.

Element x y z (Å)
C (1.021, -1.219, -0.507)
C (1.132, 1.334, -0.503)
C (-0.896, -0.717, 0.886)
C (-1.911, 0.032, 0.054)
N (0.248, -1.351, 0.650)
N (1.282, -0.014, -0.954)
N (0.501, 1.645, 0.525)
F (-2.535, 1.118, 0.589)
F (-1.275, 0.478, -1.043)
F (-2.904, -0.738, -0.292)
H (1.650, -2.177, -0.750)
H (1.967, 1.946, -0.919)
H (-1.397, -0.865, 1.984)
H (0.559, -1.973, 1.326)
H (1.874, -0.115, -1.833)
H (0.684, 2.615, 0.787)

Its total charge is +2. The energy above the lowest of the compared OMol25 structures with the same formula, charge and spin is 3.253 eV. The SMILES is [H]/N=C/[NH+]=C\[NH+]=C/C(F)(F)F. The value obtained for the lowest unoccupied orbital energy is -0.44593 Ha.

=====

Density functional theory data (the ωB97M-V functional and the def2-TZVPD basis) for C4H6F3NO2 in the gas phase.

Element x y z (Å)
C (-1.907, -0.941, -0.092)
C (0.270, 1.548, -0.063)
C (-0.691, -0.535, 0.745)
C (1.614, -0.316, -0.121)
N (0.240, 0.102, -0.171)
O (-1.622, -1.149, -1.348)
O (-3.004, -0.814, 0.347)
F (2.290, 0.013, 0.997)
F (1.665, -1.659, -0.251)
F (2.258, 0.206, -1.099)
H (0.317, 1.840, 0.922)
H (1.213, 1.886, -0.685)
H (-0.746, 1.936, -0.398)
H (-0.245, -1.491, 1.057)
H (-0.931, 0.174, 1.643)
H (-0.722, -0.800, -1.483)

The energy above the lowest of the compared OMol25 structures with the same formula, charge and spin is 0.000 eV. The SMILES is CN(CC(=O)O)C(F)(F)F. The value obtained for the lowest unoccupied orbital energy is 0.02422 Ha.

=====

Density functional theory data (the ωB97M-V functional and the def2-TZVPD basis) for C4H6F4N4 as an isolated structure.

Element x y z (Å)
C (-0.785, 1.867, -0.426)
C (1.862, -1.349, 0.723)
C (0.726, -1.701, -0.246)
C (0.381, -0.299, -0.915)
N (-1.125, 0.005, 1.038)
N (-2.147, 0.665, 1.335)
N (-0.410, 0.564, -0.036)
N (-2.207, 1.879, 0.848)
F (1.082, -2.640, -1.275)
F (-0.294, -0.328, -2.141)
F (1.570, 0.396, -1.219)
F (-3.541, 2.302, 0.391)
H (-0.374, 2.710, 0.164)
H (-0.779, 1.868, -1.554)
H (2.523, -0.496, 0.425)
H (2.344, -2.287, 0.891)
H (1.400, -1.167, 1.718)
H (-0.224, -1.988, 0.280)

The value obtained for the lowest unoccupied orbital energy is -0.00633 Ha.

=====

Density functional theory data (the ωB97M-V functional and the def2-TZVPD basis) for C4H6F6N5O6PS3 as an isolated structure.

Element x y z (Å)
O (-5.962, -1.274, -0.911)
P (-5.103, -0.141, -1.605)
O (-3.955, -0.958, -2.336)
S (-6.133, 0.993, -2.745)
N (-4.450, 0.653, -0.255)
C (-3.196, 1.113, -0.058)
N (-2.847, 1.706, 1.082)
C (-1.559, 2.004, 0.940)
N (-1.121, 1.642, -0.244)
N (-2.157, 1.071, -0.906)
H (-5.785, -2.115, -1.356)
H (-3.594, -0.455, -3.073)
H (-5.083, 0.810, 0.514)
H (-0.905, 2.473, 1.650)
H (-0.177, 1.749, -0.602)
H (-2.066, 0.699, -1.832)
C (5.060, -1.876, -0.990)
F (5.076, -2.472, -2.178)
F (5.503, -2.741, -0.080)
F (5.902, -0.843, -1.027)
S (3.352, -1.326, -0.602)
O (2.566, -2.524, -0.561)
O (3.013, -0.381, -1.632)
N (3.672, -0.678, 0.817)
S (2.457, -0.022, 1.566)
O (1.453, -0.921, 2.061)
O (1.935, 1.187, 0.963)
C (3.358, 0.545, 3.060)
F (4.337, 1.392, 2.743)
F (3.893, -0.481, 3.712)
F (2.514, 1.171, 3.880)

The value obtained for the lowest unoccupied orbital energy is -0.04156 Ha.

=====

Density functional theory data (the ωB97M-V functional and the def2-TZVPD basis) for C4H6FFeO4 as an isolated structure.

Element x y z (Å)
C (0.812, -0.900, -2.771)
O (1.453, -0.058, -1.892)
H (-0.067, -0.431, -3.276)
H (1.487, -1.253, -3.588)
H (0.407, -1.819, -2.281)
C (-0.566, 0.802, 2.376)
O (0.637, 1.006, 1.940)
C (0.720, 0.460, 0.403)
C (-0.774, 0.457, 0.127)
O (-1.384, 0.350, 1.433)
O (-0.835, 0.528, 3.547)
F (1.220, -0.803, 0.591)
H (1.337, 1.285, 0.047)
H (-1.096, 1.396, -0.328)
H (-1.092, -0.408, -0.460)
Fe (-2.261, -0.611, 4.130)

The energy above the lowest of the compared OMol25 structures with the same formula, charge and spin is 4.094 eV. The multiplicity is 6. As for the expectation value of S²: 8.75. The value obtained for the lowest unoccupied orbital energy (spin up / spin down) is -0.03689 / -0.10897 Ha.

=====

Density functional theory data (the ωB97M-V functional and the def2-TZVPD basis) for C4H6FN in the gas phase.

Element x y z (Å)
C (0.803, 0.176, -0.371)
C (-1.294, 1.333, -0.058)
C (1.861, 0.515, -1.108)
C (0.476, -0.995, 0.467)
N (-0.163, 1.146, -0.558)
F (2.789, -0.469, -1.374)
H (-2.008, 2.053, -0.394)
H (-1.643, 0.737, 0.892)
H (2.166, 1.442, -1.674)
H (-0.260, -0.804, 1.252)
H (1.472, -1.241, 0.917)
H (0.201, -2.002, -0.137)

The energy above the lowest of the compared OMol25 structures with the same formula, charge and spin is 1.935 eV. The SMILES is C=N/C(C)=C/F. The value obtained for the lowest unoccupied orbital energy is 0.02968 Ha.